# C2H13NO3

5 unconnected molecules or ions with the total composition C2H13NO3 in a non-equilibrium geometry (ωB97M-V with the def2-TZVPD basis set, OMol25).

```
! RIJCOSX wB97M-V def2-TZVPD def2/J DEFGRID3
* xyz 0 1
O -0.845 -2.105 1.964
O -1.797 2.625 0.392
O -1.575 -0.530 -0.843
N 0.523 1.130 -1.272
C 1.451 0.709 -0.188
C 1.630 -0.815 0.029
H 0.582 -1.234 0.180
H 1.031 1.006 -2.175
H 2.223 -1.078 0.972
H -1.137 -1.531 1.149
H -0.972 -2.936 1.654
H -2.147 -1.228 -1.209
H -1.468 2.502 -0.482
H -0.733 0.319 0.874
H 1.060 1.303 0.712
H -0.288 0.447 -1.279
H 1.917 -1.308 -0.884
H -1.909 1.692 0.833
H 2.454 1.030 -0.426
*
```

As for the HOMO energy: -9.71 eV. The energy is -9910.293 eV.